{"formula": "C48H103N5O9", "method": "the ωB97M-V functional and the def2-TZVPD basis", "spin_multiplicity": 1, "gap_ha": 0.2301, "charge": 2, "lumo_energy_ev": -4.382, "homo_ev": -10.644, "elements": ["H", "H", "C", "H", "H", "H", "C", "O", "H", "H", "O", "C", "H", "H", "C", "H", "H", "H", "H", "C", "H", "C", "H", "H", "H", "H", "C", "H", "H", "H", "O", "H", "H", "C", "C", "H", "C", "H", "H", "H", "C", "H", "H", "H", "C", "C", "H", "H", "H", "H", "C", "H", "H", "H", "C", "H", "H", "H", "C", "N", "N", "H", "H", "H", "C", "H", "H", "C", "H", "O", "H", "C", "H", "C", "C", "H", "C", "H", "C", "C", "H", "H", "H", "H", "C", "C", "H", "H", "C", "H", "H", "H", "H", "H", "H", "H", "C", "H", "H", "H", "H", "C", "C", "O", "C", "H", "C", "C", "H", "C", "C", "H", "H", "H", "H", "C", "H", "N", "H", "C", "H", "H", "H", "H", "H", "H", "O", "H", "H", "H", "C", "H", "H", "C", "H", "C", "H", "N", "H", "C", "C", "O", "H", "H", "H", "H", "H", "C", "C", "H", "C", "H", "H", "C", "O", "C", "C", "H", "H", "H", "O", "H", "H", "H", "N"], "xyz": [[14.8634, 15.0223, -7.4950], [12.1162, 8.0334, -10.5939], [13.7258, 9.4914, -10.1307], [15.6370, 15.7748, -8.9676], [21.8417, 8.4464, -12.0426], [14.6050, 12.6338, -12.6976], [18.3991, 7.3590, -10.1292], [16.4493, 9.3968, -4.7145], [21.1410, 9.9463, -8.7423], [20.7496, 13.3222, -5.6529], [15.6747, 10.6547, -6.3021], [14.6211, 8.7794, -9.0660], [12.2065, 10.8104, -10.9657], [22.6492, 13.4130, -10.6681], [18.9748, 13.6239, -7.2211], [20.8913, 12.8462, -9.2071], [15.9887, 10.0282, -10.4855], [15.2995, 4.9965, -11.9211], [17.7860, 8.1133, -10.6222], [19.9292, 14.8556, -9.2863], [16.9538, 12.4436, -10.8309], [17.9262, 11.0565, -8.7107], [15.8112, 11.8722, -14.3707], [16.5727, 16.8812, -6.8350], [12.5368, 9.1526, -11.8431], [23.2154, 10.7500, -9.2928], [14.6823, 11.7155, -12.1156], [13.0135, 10.0616, -9.5344], [13.6668, 2.9734, -7.7068], [18.9863, 11.2219, -11.5723], [16.9498, 10.3148, -9.3506], [16.3571, 12.9737, -8.0161], [19.2144, 12.8851, -12.0344], [22.6683, 10.3303, -10.1370], [15.7778, 15.1755, -8.0681], [17.5002, 11.3294, -4.9911], [20.7342, 11.0025, -11.7195], [15.9108, 9.1183, -11.9120], [18.0972, 13.4933, -6.5880], [19.6707, 14.2382, -6.6498], [17.4919, 6.4510, -9.2673], [21.2250, 10.8999, -5.5821], [19.3474, 12.7041, -7.6720], [19.4591, 8.4048, -4.8157], [13.2188, 3.7917, -8.2705], [19.5463, 8.0705, -9.3603], [18.7848, 6.8288, -11.0000], [21.6826, 7.0485, -10.8756], [18.7272, 12.6891, -14.1702], [21.1251, 10.4959, -12.6020], [20.5061, 13.2000, -4.5975], [20.0552, 13.3981, -10.7202], [16.7186, 5.9857, -9.8786], [11.4380, 10.3707, -12.5110], [19.7845, 9.9150, -11.2158], [15.2933, 9.4874, -8.5814], [18.0741, 12.9202, -9.6361], [16.4358, 10.2589, -8.5417], [21.9524, 11.4638, -10.8976], [16.1201, 11.2087, -12.4207], [18.6757, 14.5680, -8.4135], [18.7809, 11.6957, -6.1579], [17.9911, 10.5132, -15.2961], [15.5964, 13.3330, -9.4663], [15.5380, 7.6818, -9.7096], [18.0379, 9.0445, -5.3582], [16.2939, 8.1450, -10.3438], [13.7104, 5.8476, -9.6764], [21.1519, 11.9792, -2.8994], [14.3958, 11.0924, -8.3986], [22.1636, 8.4686, -9.0290], [12.2486, 10.9332, -12.0479], [18.5286, 12.9513, -3.5063], [14.3452, 4.7615, -8.8202], [18.5325, 11.6632, -5.0970], [15.0160, 11.8046, -8.5707], [13.5542, 10.6196, -12.5713], [19.1943, 8.9016, -8.7493], [18.8517, 11.7072, -13.7137], [16.4127, 9.9885, -11.4888], [17.9877, 9.7773, -13.6913], [20.0957, 11.8508, -11.9662], [12.9385, 5.3786, -10.2866], [18.1857, 16.6340, -8.6780], [19.6055, 9.0807, -6.9178], [18.1426, 15.9118, -7.8628], [20.2510, 7.4122, -8.8522], [15.0646, 5.1026, -8.0758], [18.5699, 12.0195, -12.1876], [14.6014, 11.8112, -11.0328], [13.9657, 8.3676, -8.2986], [15.6920, 10.1370, -14.1825], [22.6762, 14.8325, -9.5872], [19.2205, 9.5122, -12.0571], [19.8772, 11.3769, -13.8792], [17.4626, 9.6967, -11.4612], [12.9681, 8.5265, -11.0620], [17.0029, 7.0900, -8.5320], [16.5984, 10.4218, -6.4208], [19.5370, 10.0520, -7.4078], [18.0498, 5.6576, -8.7700], [18.9649, 12.9989, -4.5040], [21.6812, 9.3408, -9.4702], [14.1953, 12.7778, -9.6349], [19.1101, 9.2147, -5.4563], [18.9814, 10.3232, -10.6022], [17.0858, 12.3433, -11.9082], [16.3149, 11.0012, -13.9514], [19.6136, 9.4560, -2.6182], [20.6979, 13.6773, -9.8852], [15.4632, 9.9799, -5.1458], [16.1247, 7.0853, -9.0110], [19.5110, 15.5977, -9.9664], [20.7986, 14.1367, -4.1232], [16.3152, 6.3823, -11.8941], [21.0357, 8.4676, -7.0106], [12.5829, 3.3650, -9.0462], [19.4477, 10.4838, -4.5573], [21.3935, 8.5046, -8.0395], [20.9852, 10.7132, -4.5354], [18.9725, 11.0508, -2.5768], [13.2707, 6.6312, -12.0851], [14.3963, 10.1551, -10.6766], [21.4915, 9.9124, -3.9965], [22.6171, 12.0521, -11.5302], [22.3205, 12.2346, -4.2412], [12.4824, 11.4751, -9.3027], [17.7305, 14.4722, -10.1654], [14.6790, 7.8708, -12.2569], [11.9880, 11.9774, -12.2206], [21.2751, 12.0732, -3.9783], [21.9255, 14.9926, -11.1025], [21.6253, 12.2289, -10.1936], [13.8940, 7.4145, -11.6539], [21.7591, 9.0503, -6.4404], [18.9415, 10.1265, -3.1537], [13.1068, 6.5366, -9.0856], [14.6836, 6.6767, -10.5297], [17.8939, 9.8263, -3.1307], [21.1823, 7.8620, -11.4010], [16.8098, 15.8546, -7.1144], [14.3998, 10.1051, -4.4764], [13.5834, 10.6923, -13.6585], [16.1806, 5.3728, -10.3530], [18.5099, 13.9194, -4.8697], [20.4148, 7.3868, -12.0119], [13.7299, 9.5582, -12.3959], [17.6650, 13.8602, -9.2658], [13.6859, 11.7502, -9.2401], [20.5641, 15.3630, -8.5599], [22.0793, 14.2676, -10.3033], [15.0372, 4.1031, -9.3454], [18.8724, 8.4932, -7.4703], [16.2213, 13.8049, -8.7081], [17.6750, 11.3311, -7.5378], [15.6956, 5.7584, -11.2498], [17.8423, 10.7110, -14.2346], [16.8876, 15.2195, -6.2320], [16.8749, 13.2565, -12.4646], [12.5274, 4.4013, -7.6888], [18.9782, 11.3562, -9.2600], [23.2447, 9.7844, -10.8838], [21.1057, 7.4122, -6.7473], [18.8398, 16.2857, -7.1131], [20.5380, 8.8203, -10.3738]], "forces_ev_per_angstrom": [[-0.2, 0.1, -0.5], [0.1, 0.0, 0.4], [1.0, -3.2, 1.1], [-0.5, 0.6, 0.3], [0.1, -0.2, 0.2], [-0.3, 0.1, 0.4], [0.6, 0.1, 0.0], [3.0, -2.1, 0.5], [0.2, -0.1, -0.1], [0.4, -0.4, 0.2], [-0.4, -0.1, -0.4], [0.3, -1.8, -1.6], [-0.4, 0.3, -0.5], [0.4, 1.4, 0.1], [0.4, 2.6, -1.4], [-1.1, 0.7, 0.5], [-0.1, 0.9, -2.4], [-0.7, 0.0, 0.5], [0.5, 0.0, 0.4], [-0.8, 0.2, 2.7], [-0.7, -0.1, -0.6], [0.2, -0.1, 2.0], [0.6, 0.1, -0.3], [-0.3, -0.2, 0.0], [-0.5, -2.0, 0.7], [0.6, -0.2, -0.3], [-0.4, -2.9, -1.1], [-0.2, -1.1, -0.6], [-0.2, 0.2, 0.2], [-3.2, 2.1, -0.7], [3.4, 1.3, 3.5], [-0.7, 0.4, 0.9], [-1.2, 0.7, 0.3], [-1.1, -0.6, -1.0], [0.1, -0.9, -0.4], [0.3, 0.2, 0.4], [3.2, -1.4, 0.0], [0.0, 0.3, -0.8], [0.0, 0.0, -1.1], [0.2, -0.4, -0.2], [4.8, -0.8, 1.3], [0.3, -1.2, -0.2], [0.1, 0.4, 0.5], [0.7, -0.2, -0.2], [0.6, 1.4, 0.0], [0.4, 0.4, -3.6], [0.3, -0.6, 0.3], [0.3, 0.3, 0.1], [0.1, -0.1, -0.6], [0.3, 0.6, -0.5], [-1.4, 0.0, 0.5], [0.9, -0.5, 0.2], [3.5, 2.0, 2.6], [0.0, -0.1, -0.2], [1.3, -1.5, 1.7], [-1.4, -1.4, 0.0], [0.1, 0.7, 0.9], [-1.1, -0.3, 0.4], [-0.9, -1.0, 1.0], [0.8, 0.5, 1.5], [-0.3, -1.2, 1.0], [-0.1, -0.5, 0.7], [-0.2, 0.0, 0.0], [0.3, 1.4, 0.1], [-4.5, 1.3, 0.5], [-0.3, 0.8, -0.2], [-1.2, -0.6, -0.1], [0.2, 0.2, 0.3], [0.2, 0.7, 0.1], [2.1, -0.4, 1.5], [0.6, 0.4, -1.3], [-2.4, 1.9, 0.5], [0.8, 0.4, 0.6], [-0.1, -1.5, -0.1], [2.6, -0.1, -0.7], [2.6, -0.2, 2.2], [3.6, 1.9, -2.9], [0.3, -0.7, -1.4], [-1.4, 1.0, 1.0], [-1.4, -0.8, -3.9], [0.2, -0.4, -0.3], [3.6, -1.0, 0.1], [0.5, 0.0, -0.7], [-0.4, -0.2, -0.2], [0.8, 0.3, 2.8], [0.7, -0.2, 0.6], [-0.8, -0.2, 0.1], [-0.7, 0.6, 0.7], [-2.8, 0.0, -1.9], [0.5, 0.9, -1.0], [0.3, -0.1, 0.2], [0.2, 0.0, -0.2], [-0.4, -0.4, 0.6], [0.9, -1.0, -0.2], [-0.3, 0.1, -0.1], [-0.4, 0.9, -0.2], [0.7, -1.5, 0.8], [3.4, -0.9, 1.7], [0.1, 0.4, -0.6], [0.4, 0.1, 0.2], [0.5, -0.1, 0.0], [0.1, -0.3, 1.6], [-0.5, 2.6, -2.8], [0.2, 2.7, -3.0], [0.5, -0.2, 1.0], [1.1, -0.9, 0.7], [0.5, -1.0, -1.2], [0.8, -0.2, 1.8], [0.0, -0.3, -0.5], [-0.5, 3.0, 0.8], [-4.9, 1.2, 3.8], [-5.0, 1.7, -1.1], [0.6, -0.2, -0.5], [-0.1, 0.0, 0.1], [0.3, 0.1, 0.5], [-0.5, -0.1, -0.1], [0.4, 0.0, -0.4], [-1.2, -1.6, -0.2], [-1.0, -0.7, 3.2], [-2.4, 1.6, -1.2], [0.1, 0.1, 0.0], [0.5, 0.1, -0.6], [-1.1, -0.6, 0.3], [-0.2, -0.1, -0.5], [0.2, -0.9, -0.5], [0.3, 0.0, 0.6], [-1.3, 0.9, 0.0], [-0.6, 0.4, -0.4], [-0.3, -0.5, -0.5], [0.0, 0.2, 0.0], [0.9, -0.4, 0.9], [0.1, -0.2, -0.3], [0.5, -2.2, -0.7], [-0.7, 0.4, 2.0], [-0.1, -0.2, 0.2], [0.5, 1.3, 0.3], [0.5, 0.2, 0.2], [-0.1, -0.1, -1.9], [0.1, -0.4, -0.7], [-0.8, 0.2, 0.7], [0.0, -1.6, -2.1], [1.2, 0.1, -2.4], [-0.4, 0.1, -0.4], [-1.6, -2.8, -3.1], [-0.4, -0.6, -0.3], [0.0, 0.3, 0.0], [1.6, 1.3, -0.6], [-0.6, 2.1, -1.2], [-7.7, 1.6, 2.0], [0.2, 0.3, -0.2], [-0.5, 0.0, -0.9], [-0.3, -0.1, -0.9], [-0.1, -0.2, 1.8], [3.6, 0.5, 1.3], [-0.6, -0.4, -0.8], [-2.0, 0.2, -0.2], [-1.4, -0.1, 0.0], [0.1, 0.3, 0.2], [-0.6, 0.0, 0.2], [0.1, -0.3, 0.5], [1.3, -0.1, -1.1], [0.7, 0.0, 0.5], [-0.3, 0.0, 0.6], [0.7, -0.3, -0.3], [0.0, -1.1, -1.3]], "mulliken_charge": [0.49, 0.37, -0.53, 0.39, 0.46, 0.82, 0.61, -0.73, -0.49, 0.06, -0.51, -0.75, 0.41, 0.47, -1.52, -0.08, 0.39, 0.30, 0.13, -1.69, -1.39, -1.40, 0.49, 0.51, 0.67, 0.49, -0.71, 0.95, 0.40, 1.21, 1.94, -0.01, 1.48, -2.16, -1.69, 0.61, -0.69, -0.70, 0.94, 0.67, -0.79, -0.01, 0.15, 0.93, -1.44, -0.80, 0.43, 0.37, 0.58, 0.80, -0.27, 0.01, -0.79, 0.42, -0.33, -0.45, -1.07, -2.38, -0.62, 1.26, 0.16, -0.38, 0.56, -0.05, -0.01, 0.50, -0.07, -0.60, 0.39, -0.29, 0.75, -1.66, 0.68, -0.48, 0.03, 0.23, -0.48, -1.50, -1.33, -0.80, 0.18, -0.54, 0.60, 0.54, 2.67, -0.74, 1.30, 0.33, -0.58, 0.45, 0.95, 0.55, 0.43, 0.95, 0.47, 0.29, -1.50, 0.37, -0.36, -0.08, 0.46, -0.51, 0.47, -0.68, -1.94, -1.66, -0.45, -0.99, 0.39, 1.50, 0.33, 0.47, 0.64, 0.54, 0.25, -0.80, 0.36, 0.59, -1.06, -0.41, 0.49, 0.50, -0.60, 0.47, 1.43, 0.54, -0.83, 1.04, 0.41, 0.43, -1.29, 0.46, -1.45, -0.75, 0.35, -0.93, 0.56, 0.58, 0.25, -1.02, -0.26, -0.79, 0.83, 0.97, 0.21, 0.30, 0.14, -0.79, 0.08, 0.42, -1.36, 0.37, 0.08, 1.03, 1.23, -0.86, -0.64, -0.01, 1.43, 0.37, 0.55, 0.41, 0.16, 0.47, 1.36]}